No. 1
Density functional theory data (the ωB97M-V functional and the def2-TZVPD basis) for one molecule with the formula C23H25N3O3.

## Properties
ΔE to the lowest compared entry with this formula, charge and spin in kJ/mol: 305.24
Largest force on an atom in eV/Å: 0.8
Calculated total energy in eV: -34869.3072
SMILES: CC(C)Oc1cccc(-c2cc(C(=O)NN3CCOCC3)c3ccccc3n2)c1
2S+1: 1
HOMO in eV: -8.3
Frontier orbital gap in Ha: 0.3033

Bonds (Å) are listed after each position.
CARTESIAN COORDINATES (ANGSTROEM)
1 H -3.4021 0.4659 2.0992  C18 1.100
2 H -1.7731 3.5167 0.2695  C32 1.103
3 O -2.0164 0.6403 -3.4899  C12 1.209
4 H -4.5601 1.1393 0.0496  C6 1.091
5 H 6.6033 1.9403 -0.1831  C53 1.087
6 C -3.8237 1.8187 0.4804  H4 1.091, C18 1.530, N29 1.452, H45 1.103
7 H -1.1032 1.0933 2.0271  C47 1.100
8 H 3.8359 -4.1989 0.9654  C50 1.080
9 H 5.3460 1.1482 -2.2155  C48 1.087
10 C -1.5714 -0.5055 -1.4099  C12 1.500, C43 1.416, C46 1.368
11 C -3.8658 -1.3871 -1.0077  C14 1.368, H20 1.081, C43 1.407
12 C -2.0732 0.6065 -2.2826  O3 1.209, C10 1.500, N42 1.358
13 H -0.5688 2.2395 -0.0772  C32 1.091
14 C -4.6762 -2.2711 -0.3497  C11 1.368, C40 1.404, H49 1.080
15 H -2.3460 -3.9678 1.4480  C24 1.079
16 C 1.6544 -1.7910 0.0318  C25 1.391, C34 1.470, C41 1.394
17 C 4.5256 1.3885 -0.2401  H30 1.101, O33 1.421, C48 1.529, C53 1.526
18 C -3.6604 1.5279 1.9736  H1 1.100, C6 1.530, O19 1.407, H28 1.091
19 O -2.6627 2.3393 2.5446  C18 1.407, C47 1.407
20 H -4.2753 -0.6852 -1.7203  C11 1.081
21 H 5.7398 2.2342 1.3267  C53 1.087
22 H 5.4867 3.3098 -0.0572  C53 1.086
23 H -0.7138 2.8025 2.3966  C47 1.091
24 C -2.7853 -3.2504 0.7728  H15 1.079, C39 1.411, C40 1.367
25 C 2.1246 -3.0463 0.4044  C16 1.391, H37 1.078, C50 1.383
26 C 3.8875 -0.8945 0.2311  O33 1.359, C41 1.389, C51 1.398
27 H -4.7929 -3.8886 1.0598  C40 1.080
28 H -4.5823 1.7480 2.5137  C18 1.091
29 N -2.5391 1.5788 -0.1523  C6 1.452, C32 1.454, N42 1.393
30 H 3.5876 1.7258 0.2264  C17 1.101
31 H 5.3965 -2.2844 0.8058  C51 1.079
32 C -1.5216 2.4520 0.4109  H2 1.103, H13 1.091, N29 1.454, C47 1.530
33 O 4.8379 0.0763 0.2058  C17 1.421, C26 1.359
34 C 0.2250 -1.6251 -0.2659  C16 1.470, C46 1.417, N52 1.312
35 H 4.1441 2.4409 -2.0860  C48 1.087
36 H 0.4729 0.0129 -1.6724  C46 1.079
37 H 1.4259 -3.8646 0.4665  C25 1.078
38 H -2.9004 2.4680 -2.0205  N42 1.020
39 C -1.9208 -2.3554 0.1065  C24 1.411, C43 1.422, N52 1.343
40 C -4.1328 -3.2016 0.5506  C14 1.404, C24 1.367, H27 1.080
41 C 2.5385 -0.7160 -0.0479  C16 1.394, C26 1.389, H54 1.079
42 N -2.5957 1.6195 -1.5438  C12 1.358, N29 1.393, H38 1.020
43 C -2.4764 -1.3974 -0.7849  C10 1.416, C11 1.407, C39 1.422
44 H 3.6335 0.7469 -2.1125  C48 1.087
45 H -4.1584 2.8604 0.3389  C6 1.103
46 C -0.2303 -0.6332 -1.1697  C10 1.368, C34 1.417, H36 1.079
47 C -1.4260 2.1380 1.9051  H7 1.100, O19 1.407, H23 1.091, C32 1.530
48 C 4.3997 1.4351 -1.7634  H9 1.087, C17 1.529, H35 1.087, H44 1.087
49 H -5.7423 -2.2639 -0.5237  C14 1.080
50 C 3.4680 -3.2245 0.6805  H8 1.080, C25 1.383, C51 1.380
51 C 4.3460 -2.1641 0.5929  C26 1.398, H31 1.079, C50 1.380
52 N -0.6019 -2.4388 0.3473  C34 1.312, C39 1.343
53 C 5.6640 2.2813 0.2437  H5 1.087, C17 1.526, H21 1.087, H22 1.086
54 H 2.1551 0.2603 -0.2991  C41 1.079

No. 2
Density functional theory data (the ωB97M-V functional and the def2-TZVPD basis) for a 15-piece molecular cluster, C7H40O14 overall.

## Properties
Net charge: -1
ΔE to the lowest compared entry with this formula, charge and spin in kJ/mol: 128.88
⟨S²⟩: 0.7505
Largest force on an atom in eV/Å: 2.4
Calculated total energy in eV: -36570.2866
2S+1: 2
HOMO (alpha / beta) in eV: 0.0 / -6.5
Frontier orbital gap (alpha / beta) in Ha: 0.0840 / 0.3184

Bonds (Å) are listed after each position.
CARTESIAN COORDINATES (ANGSTROEM)
1 H -3.1841 0.5235 -3.9185  O21 0.948
2 O -1.2241 2.6549 -2.7463  H42 0.979, H51 0.952
3 O 3.2693 -0.5352 3.9084  H19 0.973, H36 0.963
4 H 3.4661 0.6624 -2.2247  O28 0.965
5 H 0.2993 -4.0894 -2.5695  C60 1.071
6 H -3.3652 1.2478 -2.4090  O21 0.953
7 C -2.3202 1.3512 1.0361  C37 1.493, H54 1.093, C58 1.320
8 O -4.8500 -1.0768 -1.4397  H11 0.977, H20 0.982
9 H 4.1025 1.6231 -0.0764  O46 0.968
10 H 0.2769 1.4811 2.6646  O16 0.966
11 H -5.3082 -0.2144 -1.4243  O8 0.977
12 H -1.4365 -4.4077 -2.1240  C60 1.101
13 H 2.7992 -2.8629 1.7368  O41 0.962
14 H 0.4828 -2.2017 -1.5248  C61 1.098
15 O 1.4157 2.1987 -3.2698  H25 0.974, H57 0.975
16 O 0.0340 1.0604 3.5002  H10 0.966, H35 0.966
17 H -4.5181 -1.3461 2.2202  O47 0.952
18 H -0.4562 0.3088 5.0619  O27 0.969
19 H 3.2376 -0.8786 2.9986  O3 0.973
20 H -4.7172 -0.8620 -2.3886  O8 0.982
21 O -3.6906 0.7403 -3.1467  H1 0.948, H6 0.953
22 O 0.9443 2.2262 0.3199  H32 0.962, H59 0.964
23 H -2.4833 -1.9566 -1.4265  C31 1.100
24 H 2.2300 -1.8895 0.7730  O41 0.978
25 H 2.2993 2.5202 -3.5250  O15 0.974
26 H 4.0166 -3.4542 -1.0992  O34 0.972
27 O -0.7291 -0.4677 5.5726  H18 0.969, H40 0.960
28 O 4.3643 0.8705 -2.5110  H4 0.965, H39 0.965
29 H -1.6800 1.1170 -1.0974  C37 1.094
30 H 2.7905 -3.3203 -2.0844  O34 0.973
31 C -1.4938 -1.5113 -1.2442  H23 1.100, H45 1.087, C53 1.503, C61 1.532
32 H 1.6597 2.3468 -0.3119  O22 0.962
33 H 1.6983 -0.5634 -0.4479  O48 0.968
34 O 3.1328 -3.0660 -1.2094  H26 0.972, H30 0.973
35 H -0.9018 1.2984 3.5071  O16 0.966
36 H 2.3339 -0.4191 4.1073  O3 0.963
37 C -1.7520 0.6122 -0.1295  C7 1.493, H29 1.094, C53 1.337
38 H 4.1172 3.0343 0.6202  O46 0.962
39 H 4.5453 1.6524 -1.9756  O28 0.965
40 H -0.1547 -1.1893 5.3056  O27 0.960
41 O 2.4350 -1.9730 1.7257  H13 0.962, H24 0.978
42 H -0.3787 2.2317 -3.0007  O2 0.979
43 H -2.0742 3.2559 2.1771  C58 1.084
44 H -1.1540 -3.1529 -3.2311  C60 1.091
45 H -1.2912 -0.8436 -2.0778  C31 1.087
46 O 3.6828 2.4953 -0.0477  H9 0.968, H38 0.962
47 O -3.8672 -0.9363 2.7805  H17 0.952, H55 0.958
48 O 2.6178 -0.3100 -0.6110  H33 0.968, H52 0.974
49 H -0.5267 -3.2032 -0.2827  C61 1.092
50 H -1.2498 3.0758 0.6614  C58 1.095
51 H -1.7130 1.8928 -2.4512  O2 0.952
52 H 2.9515 -1.0197 -1.1893  O48 0.974
53 C -1.4863 -0.6898 0.0142  C31 1.503, C37 1.337, H56 1.083
54 H -2.9730 0.7964 1.7144  C7 1.093
55 H -3.9826 -1.1076 3.7164  O47 0.958
56 H -1.6229 -1.1377 0.9907  C53 1.083
57 H 1.7561 2.0335 -2.3713  O15 0.975
58 C -1.9700 2.5902 1.3285  C7 1.320, H43 1.084, H50 1.095
59 H 1.3435 2.6971 1.0603  O22 0.964
60 C -0.6698 -3.6676 -2.3995  H5 1.071, H12 1.101, H44 1.091, C61 1.565
61 C -0.4724 -2.6531 -1.2249  H14 1.098, C31 1.532, H49 1.092, C60 1.565

No. 3
Density functional theory data (the ωB97M-V functional and the def2-TZVPD basis) for a 2-piece molecular cluster, CH3P3 overall.

## Properties
ΔE to the lowest compared entry with this formula, charge and spin in kJ/mol: 267.44
Largest force on an atom in eV/Å: 2.8
Calculated total energy in eV: -28946.7920
SMILES: P#[PH2].C#P
2S+1: 1
HOMO in eV: -8.0
Frontier orbital gap in Ha: 0.2600

Bonds (Å) are listed after each position.
CARTESIAN COORDINATES (ANGSTROEM)
1 H -0.9588 -1.3412 -0.1453  P5 1.350
2 H 1.3431 0.8878 0.5538  C6 1.075
3 P 2.3622 -0.9628 -0.9306  C6 1.548
4 P -2.5823 1.4346 -0.5283  P5 1.995
5 P -1.3780 -0.0661 -0.0031  H1 1.350, P4 1.995, H7 1.392
6 C 1.6322 -0.0212 0.0573  H2 1.075, P3 1.548
7 H -0.4183 0.0689 0.9961  P5 1.392

No. 4
Density functional theory data (the ωB97M-V functional and the def2-TZVPD basis) for a 2-piece molecular cluster, CH6N3 overall.

## Properties
Net charge: +1
ΔE to the lowest compared entry with this formula, charge and spin in kJ/mol: 466.96
Largest force on an atom in eV/Å: 3.7
Calculated total energy in eV: -5594.1050
2S+1: 1
HOMO in eV: -14.9
Frontier orbital gap in Ha: 0.2989

Bonds (Å) are listed after each position.
CARTESIAN COORDINATES (ANGSTROEM)
1 H -1.7782 0.4387 1.1287  N2 0.993
2 N -2.2933 0.0677 0.3650  H1 0.993, N6 1.209, H10 0.954
3 H 3.1023 -0.0931 -0.5299  C9 1.038
4 N 1.0728 0.2703 0.1086  H7 1.006, C9 1.259
5 H 2.3577 -1.2227 0.2956  C9 1.025
6 N -1.7030 -0.3025 -0.6230  N2 1.209, H8 1.000
7 H 1.0113 1.1782 -0.3207  N4 1.006
8 H -0.7197 -0.1232 -0.6330  N6 1.000
9 C 2.1929 -0.2784 -0.0659  H3 1.038, N4 1.259, H5 1.025
10 H -3.2428 0.0650 0.2747  N2 0.954